# C3CoO2

C3CoO2 as an isolated structure in a non-equilibrium geometry (wB97M-V/def2-TZVPD, the Open Molecules 2025 dataset).

HOMO energy (alpha / beta) in hartree: -0.1132 / -0.1104
Molar mass in Da: 127.0
Frontier orbital gap (alpha / beta) in eV: 5.9 / 4.2
Energy above the lowest of the compared OMol25 structures with the same formula, charge and spin in kcal per mole: 0.0
Multiplicity: 5
LUMO level (alpha / beta) in eV: 2.85 / 1.16
Charge: -1

Geometry as XYZ:
```
6
Properties=species:S:1:pos:R:3:forces:R:3
O -0.057 0.924 0.674 -1.25 0.50 -1.64
C 1.183 0.069 1.729 0.09 0.01 0.05
C 1.316 -0.968 0.921 0.02 -0.32 -0.14
O 0.492 -0.927 -0.260 -0.34 -0.17 -1.00
C -0.243 0.188 -0.340 0.89 0.01 2.23
Co -1.712 0.377 -1.751 0.59 -0.03 0.50
```
Positions in Å, forces in eV/Å.